# 1
Computed, not measured: a molecular structure, C20H46O3P4STi, with ωB97M-V/def2-TZVPD.

```
75
Properties=species:S:1:pos:R:3:lowdin_charge:R:1
Ti -0.323 -0.233 0.154 0.43
P -1.941 1.651 -0.619 0.77
P -1.295 -0.215 2.336 0.72
P -1.747 -1.727 -0.977 0.71
H 3.135 1.745 -0.412 0.03
C 2.736 0.913 -0.976 -0.03
C 1.846 1.042 -1.987 -0.03
H 1.303 1.956 -2.197 0.06
C -1.791 3.469 -0.480 -0.23
C -3.603 1.531 0.147 -0.21
C -2.446 1.694 -2.369 -0.23
C -0.005 -1.182 3.190 -0.20
C -1.691 1.103 3.522 -0.20
C -2.730 -1.277 2.632 -0.21
C -1.409 -1.797 -2.753 -0.22
C -3.542 -1.756 -0.928 -0.21
C -1.306 -3.253 -0.084 -0.25
H 3.062 -0.059 -0.599 0.07
H 1.493 0.146 -2.578 0.06
H -0.892 3.819 -0.994 0.06
H -1.767 3.811 0.559 0.05
H -2.676 3.894 -0.977 0.08
H -3.572 1.684 1.232 0.05
H -4.083 0.573 -0.076 0.03
H -4.197 2.335 -0.313 0.09
H -1.563 1.782 -3.010 0.07
H -3.055 2.604 -2.492 0.08
H -3.050 0.830 -2.666 0.04
H -0.393 -1.424 4.187 0.09
H 0.924 -0.607 3.276 0.06
H 0.188 -2.106 2.633 0.05
H -1.888 0.673 4.511 0.09
H -2.563 1.674 3.188 0.07
H -0.865 1.807 3.606 0.03
H -2.904 -1.278 3.715 0.09
H -2.536 -2.297 2.295 0.05
H -3.618 -0.885 2.127 0.05
H -1.767 -2.761 -3.112 0.09
H -0.345 -1.721 -3.003 0.00
H -1.928 -0.983 -3.272 0.06
H -3.848 -2.703 -1.386 0.10
H -3.975 -0.932 -1.498 0.06
H -3.913 -1.722 0.098 0.05
H -1.127 -4.032 -0.821 0.07
H -2.104 -3.541 0.604 0.07
H -0.379 -3.169 0.498 0.02
C 2.761 -3.674 -2.172 -0.63
C 3.194 -4.853 -1.471 -0.03
C 3.999 -5.784 -2.088 0.02
C 4.574 -5.501 -3.360 0.12
C 4.255 -4.303 -3.993 0.02
C 3.444 -3.363 -3.386 -0.01
S 1.494 -2.788 -1.630 0.99
H 0.810 -0.981 -0.380 -0.12
H 2.824 -5.048 -0.453 0.14
H 4.227 -6.775 -1.628 0.16
H 5.159 -6.253 -3.881 0.16
H 4.664 -4.092 -4.993 0.16
H 3.230 -2.415 -3.815 0.12
C 2.251 3.958 -0.147 -0.05
O 0.967 3.352 0.104 -0.38
P 0.636 2.177 1.224 0.78
O 2.062 1.974 1.994 -0.35
C 2.526 2.558 3.253 -0.03
O -0.219 3.106 2.294 -0.42
C -0.107 4.546 2.574 -0.01
H 2.168 4.466 -1.110 0.12
H 3.029 3.199 -0.201 0.05
H 2.497 4.667 0.654 0.11
H 3.474 2.057 3.478 0.11
H 2.715 3.635 3.147 0.09
H 1.813 2.368 4.065 0.10
H 0.920 4.816 2.870 0.09
H -0.437 5.128 1.700 0.10
H -0.779 4.747 3.418 0.12
```

Calculated values
**Net charge**: +4
**Orbital gap**: 6.40 eV
**Calculated total energy**: -3626.79585 Eh
**HOMO**: -0.766 Ha

=====

# 2
Computed, not measured: C33H35BO4S in the gas phase, with ωB97M-V/def2-TZVPD.

```
74
Properties=species:S:1:pos:R:3:lowdin_charge:R:1
C -0.284 -0.395 7.915 -0.06
O 0.683 -0.912 6.972 -0.10
C 0.223 -1.565 5.872 -0.28
C 1.188 -1.884 4.883 0.00
C 0.774 -2.073 3.589 -0.04
C -0.599 -2.032 3.257 -0.24
B -0.416 0.954 -2.108 -0.60
C -1.040 -2.000 1.878 -0.39
C -2.220 -2.587 1.405 -0.10
C -2.177 -2.940 0.032 -0.10
C -0.972 -2.701 -0.590 -0.47
C -0.525 -3.076 -1.939 -0.09
S 0.143 -1.898 0.517 1.28
O -1.192 1.959 -2.617 0.15
C -1.617 1.490 -3.922 -0.45
C -3.020 0.899 -3.770 -0.01
C -1.700 2.696 -4.831 -0.01
C -0.519 0.397 -4.290 -0.44
C -1.004 -0.833 -5.025 -0.01
C 0.674 0.985 -5.035 -0.01
O -0.055 -0.033 -2.986 0.12
C -1.548 -2.005 4.305 -0.03
C -1.148 -1.775 5.610 -0.02
H 0.329 0.057 8.695 0.09
H -0.926 0.366 7.445 0.09
H -0.902 -1.203 8.332 0.09
H 2.242 -1.848 5.151 0.12
H 1.517 -2.270 2.814 0.11
H -3.057 -2.816 2.064 0.11
H -2.996 -3.428 -0.495 0.12
H -1.338 -3.597 -2.459 0.09
H -0.240 -2.188 -2.522 0.06
H 0.348 -3.745 -1.895 0.09
H -3.436 0.642 -4.753 0.10
H -3.031 0.002 -3.135 0.10
H -3.680 1.647 -3.311 0.10
H -2.017 2.391 -5.836 0.10
H -2.448 3.397 -4.440 0.10
H -0.743 3.223 -4.905 0.09
H -1.330 -0.558 -6.035 0.10
H -0.182 -1.553 -5.116 0.10
H -1.836 -1.324 -4.506 0.08
H 0.401 1.212 -6.075 0.10
H 1.054 1.896 -4.555 0.08
H 1.490 0.251 -5.049 0.11
H -2.611 -2.094 4.077 0.11
H -1.890 -1.666 6.403 0.11
C 4.482 1.812 -2.907 -0.10
C 3.282 2.528 -2.944 -0.10
C 2.203 2.131 -2.155 -0.04
C 2.331 1.025 -1.280 -0.17
C 1.329 0.706 -0.316 -0.28
O 1.862 0.491 0.908 0.02
C 1.059 0.712 2.028 -0.20
C -0.304 0.502 1.920 -0.21
C -1.143 0.981 2.933 -0.01
C -0.571 1.567 4.057 -0.08
C 0.815 1.680 4.185 -0.07
C 1.653 1.249 3.164 0.01
C -0.711 -0.203 0.662 -0.27
C -0.095 0.776 -0.493 -0.09
C 3.556 0.323 -1.235 -0.02
C 4.609 0.705 -2.054 -0.09
H 5.317 2.117 -3.540 0.09
H 3.177 3.401 -3.593 0.10
H 1.281 2.720 -2.129 0.12
H -2.226 0.856 2.834 0.13
H -1.222 1.932 4.854 0.10
H 1.244 2.110 5.090 0.11
H 2.739 1.320 3.213 0.13
H -1.786 -0.298 0.526 0.13
H -0.442 1.777 -0.162 0.16
H 3.647 -0.527 -0.558 0.12
H 5.543 0.142 -2.022 0.10
```

Calculated values
**Orbital gap**: 4.25 eV
**Calculated total energy**: -2002.37038 Eh
**Relative energy (zero: lowest compared OMol25 entry of this formula, charge and spin)**: 251.5 kJ/mol
**HOMO**: -0.171 Ha

=====

# 3
Computed, not measured: 2 unconnected molecules or ions with the total composition C12H17N, with ωB97M-V/def2-TZVPD.

```
30
Properties=species:S:1:pos:R:3:lowdin_charge:R:1
C 1.692 1.281 2.660 -0.08
C 0.842 -0.081 -0.628 -0.18
C 1.039 1.002 0.271 -0.15
C 1.190 0.534 1.579 -0.32
C 1.417 -0.807 1.495 -0.06
C 0.470 0.028 -1.947 -0.05
C 0.447 1.349 -2.419 -0.08
C 0.618 2.457 -1.510 -0.13
C 0.744 2.322 -0.195 -0.05
N 1.085 -1.267 0.217 0.08
H -0.213 -0.868 -2.362 0.15
H 0.432 1.580 -3.447 0.08
H 1.335 -2.074 -0.239 0.10
H 0.514 3.529 -1.928 0.13
H 1.525 -1.503 2.403 0.15
H 0.824 3.162 0.568 0.14
H 2.660 1.669 2.332 0.10
H 1.801 0.662 3.581 0.10
H 1.176 2.183 2.948 0.07
C -2.919 -1.620 -0.540 -0.34
C -2.810 -0.947 0.862 -0.11
C -2.169 -2.902 -0.454 -0.19
H -2.576 -0.946 -1.458 0.11
H -4.080 -1.836 -1.009 0.16
H -3.632 -1.333 1.449 0.07
H -1.835 -1.199 1.213 0.04
H -2.801 -3.712 -0.066 0.07
H -2.857 0.110 0.705 0.06
H -1.289 -2.949 0.193 0.06
H -1.941 -3.290 -1.439 0.06
```

Calculated values
**Orbital gap**: 8.65 eV
**Calculated total energy**: -522.11204 Eh
**Structure (SMILES)**: Cc1c[nH]c2ccccc12.CCC
**Relative energy (zero: lowest compared OMol25 entry of this formula, charge and spin)**: 284.2 kJ/mol
**HOMO**: -0.285 Ha

=====

# 4
Computed, not measured: a molecular structure, C17H29BaCl2N6O5, with ωB97M-V/def2-TZVPD.

```
60
Properties=species:S:1:pos:R:3:lowdin_charge:R:1
Ba -0.158 0.354 -0.015 1.89
N -1.279 -2.128 -1.124 -0.07
C -2.227 -2.463 -0.048 -0.25
C -3.398 -1.466 0.047 -0.20
N -3.051 -0.117 0.432 -0.23
C -3.796 0.883 -0.406 -0.14
C -3.142 1.127 -1.787 -0.22
N -1.707 1.549 -1.772 -0.16
C -3.228 0.067 1.892 -0.19
C -2.344 -0.896 2.661 -0.24
N -0.899 -0.704 2.444 -0.09
H -1.647 -2.375 -2.024 0.07
H -0.445 -2.710 -1.009 0.06
H -1.662 -2.494 0.865 0.07
H -2.701 -3.464 -0.236 0.14
H -4.116 -1.875 0.758 0.13
H -3.867 -1.488 -0.919 0.11
H -3.812 1.772 0.233 0.13
H -4.792 0.521 -0.551 0.12
H -3.755 1.853 -2.306 0.11
H -3.195 0.241 -2.415 0.10
H -1.668 2.531 -1.530 0.07
H -1.371 1.534 -2.740 0.04
H -4.234 -0.070 2.239 0.12
H -2.973 1.078 2.197 0.11
H -2.550 -1.929 2.423 0.09
H -2.601 -0.780 3.746 0.14
H -0.451 -1.454 2.904 0.07
H -0.680 0.212 2.810 0.04
O 3.071 2.279 2.875 0.15
C 2.452 1.747 1.815 -0.49
O 2.010 0.623 1.719 -0.03
C 2.434 2.799 0.744 -0.10
O 1.162 2.928 0.117 -0.25
C 0.330 3.777 0.926 -0.09
C -0.019 2.972 2.232 -0.64
O -0.698 1.912 1.938 -0.29
O 0.347 3.348 3.335 0.07
H 3.045 1.631 3.620 0.17
H 3.143 2.491 -0.047 0.16
H 2.770 3.745 1.087 0.13
H -0.549 4.097 0.391 0.12
H 0.920 4.671 1.154 0.13
Cl -0.150 -0.403 -4.613 0.54
C 1.497 0.219 -4.671 -0.97
Cl 1.801 1.417 -3.380 0.53
H 1.641 0.642 -5.636 0.03
H 2.176 -0.611 -4.586 0.02
N 5.374 -2.734 -3.537 0.18
C 4.718 -2.602 -2.594 -0.17
C 4.028 -2.362 -1.367 -0.19
C 4.651 -2.643 -0.154 0.02
C 3.926 -2.449 1.023 -0.02
C 2.625 -1.998 0.925 -0.14
N 2.020 -1.699 -0.239 -0.01
C 2.719 -1.899 -1.332 -0.11
H 5.687 -2.982 -0.070 0.14
H 4.356 -2.697 1.954 0.11
H 2.051 -1.828 1.835 0.10
H 2.209 -1.699 -2.232 0.10
```

Calculated values
**Net charge**: +1
**Orbital gap**: 8.70 eV
**Calculated total energy**: -2315.71795 Eh
**Relative energy (zero: lowest compared OMol25 entry of this formula, charge and spin)**: 0.0 kJ/mol
**HOMO**: -0.422 Ha

=====

Question: The highest HOMO belongs to which entry?
Answer: C33H35BO4S

=====

Question: Which of these has the highest HOMO?
Answer: C33H35BO4S

=====

Question: calculated total energy of number 4 (C17H29BaCl2N6O5)?
Answer: -2315.71795 Eh